[1]
Density functional theory data (ωB97M-V with the def2-TZVPD basis set) for the molecule C8H15BN2O4 at a distorted geometry.

Atoms and positions in Å:
C 1.849 0.886 -3.916
C 1.780 0.980 -2.439
O 2.593 0.545 -1.641
N 0.593 1.546 -1.786
C 0.695 1.961 -0.440
C -0.431 1.393 0.389
O -1.352 2.145 0.684
N -0.379 0.009 0.673
C 0.369 -0.906 -0.187
C -0.092 -2.294 0.267
C -1.066 -2.142 1.460
C -1.491 -0.664 1.510
B -1.461 -0.283 3.021
O -1.344 1.089 3.321
O -1.672 -1.205 4.054
H 2.774 0.429 -4.174
H 1.845 1.866 -4.425
H 1.011 0.266 -4.349
H -0.105 2.022 -2.315
H 1.595 1.556 -0.026
H 0.713 3.030 -0.310
H 1.494 -0.854 -0.052
H 0.167 -0.702 -1.226
H 0.782 -3.002 0.515
H -0.561 -2.783 -0.616
H -0.744 -2.392 2.435
H -1.983 -2.723 1.268
H -2.405 -0.532 0.909
H -1.454 1.595 2.434
H -1.720 -0.835 4.963

Results
structure (SMILES): CC(=O)NCC(=O)N1CCC[C@H]1B(O)O
charge: 0
ΔE to the lowest compared entry with this formula, charge and spin: 0.6102 eV
E_HOMO: -9.15 eV
calculated total energy: -20388.657 eV

[2]
Density functional theory data (ωB97M-V with the def2-TZVPD basis set) for a cluster of 2 separate species, C8H15BrO4S in total at a distorted geometry.

Atoms and positions in Å:
C 0.949 0.536 0.091
C 1.162 -1.089 3.149
C -2.800 2.113 -0.346
C 0.411 1.273 -2.253
C 0.603 -2.587 -1.550
C 1.898 -0.719 1.855
C -1.817 1.549 0.538
C 0.171 0.374 -1.094
O 1.509 1.489 0.515
O -1.503 -1.423 -0.188
O -1.350 -0.948 -2.616
O 1.041 -0.670 0.655
S -0.655 -1.173 -1.372
Br -1.063 2.564 1.941
H 0.833 -0.069 3.511
H 0.363 -1.733 3.153
H 1.942 -1.381 3.923
H -3.451 1.221 -0.654
H -2.444 2.569 -1.203
H -3.368 2.870 0.083
H -0.359 1.268 -3.075
H 1.605 1.117 -2.577
H 0.412 2.375 -1.920
H 0.454 -3.118 -2.497
H 1.722 -2.431 -1.587
H 0.437 -3.331 -0.783
H 2.566 -1.511 1.609
H 2.278 0.290 1.971
H -1.543 0.573 0.719

Results
charge: 0
ΔE to the lowest compared entry with this formula, charge and spin: 3.4754 eV
E_HOMO (spin up / spin down): -7.95 / -9.14 eV
calculated total energy: -97601.773 eV

[3]
Density functional theory data (ωB97M-V with the def2-TZVPD basis set) for a structure of composition C8H15FeNO3SSi at a distorted geometry.

Atoms and positions in Å:
C -2.963 -0.697 1.535
C -2.642 0.406 0.577
O -2.382 1.538 1.078
O -2.638 0.315 -0.804
C -1.781 -0.820 -1.255
C -0.477 -0.366 -1.951
C 0.736 -1.227 -1.486
Si 1.590 -0.565 0.074
C 1.684 1.327 0.002
C 3.078 1.849 0.479
O 3.144 3.243 0.189
N 0.585 -1.124 1.496
C 0.974 -2.224 1.785
S 1.171 -3.644 2.424
H -2.032 -0.909 2.096
H -3.177 -1.615 0.971
H -3.788 -0.449 2.213
H -1.532 -1.531 -0.459
H -2.378 -1.376 -1.988
H -0.578 -0.535 -3.032
H -0.326 0.714 -1.794
H 1.472 -1.326 -2.297
H 0.361 -2.244 -1.273
H 2.927 -1.178 0.185
H 1.552 1.599 -1.058
H 0.883 1.739 0.638
H 3.885 1.344 -0.059
H 3.173 1.719 1.569
H 2.382 3.659 0.608
Fe -2.902 2.379 -0.462

Results
⟨S²⟩: 6.01
charge: +2
ΔE to the lowest compared entry with this formula, charge and spin: 0.0000 eV
E_HOMO (spin up / spin down): -14.72 / -14.71 eV
multiplicity: 5
calculated total energy: -69251.251 eV

[4]
Density functional theory data (ωB97M-V with the def2-TZVPD basis set) for a structure of composition C8H15Li2NO8 at a distorted geometry.

Atoms and positions in Å:
Li 1.420 1.922 1.404
Li 1.891 4.278 0.073
C 3.835 2.257 1.649
O 5.090 2.140 1.446
O 3.122 3.112 0.932
O 3.155 1.438 2.384
C -0.616 3.394 1.124
O 0.285 3.245 0.152
O -1.686 4.040 0.935
O -0.297 2.782 2.213
C -1.202 -2.015 -3.143
O -0.255 -1.896 -2.117
C 0.303 -0.579 -2.033
C 1.168 -0.469 -0.784
N 0.572 0.262 0.327
C -0.669 -0.251 0.868
C -0.480 -1.640 1.429
O -1.683 -2.244 1.921
C -2.723 -2.320 0.982
H -1.847 -1.130 -3.179
H -1.774 -2.929 -2.977
H -0.726 -2.137 -4.131
H -0.544 0.115 -1.972
H 0.903 -0.346 -2.920
H 2.076 0.089 -1.039
H 1.533 -1.454 -0.492
H 0.511 1.228 0.003
H -1.480 -0.273 0.119
H -1.002 0.460 1.629
H 0.223 -1.635 2.263
H -0.056 -2.343 0.699
H -3.444 -3.058 1.348
H -2.350 -2.673 0.011
H -3.253 -1.369 0.875

Results
charge: -2
ΔE to the lowest compared entry with this formula, charge and spin: 0.0000 eV
E_HOMO: -0.26 eV
calculated total energy: -26822.902 eV

[5]
Density functional theory data (ωB97M-V with the def2-TZVPD basis set) for the ion C8H15N2 with charge +1 at a distorted geometry.

Atoms and positions in Å:
C 2.405 1.171 -0.621
N 1.640 0.019 -0.185
C 2.359 -0.777 0.802
C 0.290 0.224 0.023
C -0.383 1.385 0.118
C -1.865 1.517 0.129
C -2.597 0.251 -0.307
C -1.995 -0.986 0.380
C -0.603 -1.100 -0.068
N -0.086 -2.163 -0.587
H 1.893 1.654 -1.449
H 2.569 1.898 0.182
H 3.376 0.821 -0.966
H 2.735 -0.151 1.618
H 1.714 -1.539 1.234
H 3.214 -1.254 0.322
H 0.175 2.308 0.182
H -2.169 1.787 1.148
H -2.154 2.353 -0.512
H -3.653 0.319 -0.049
H -2.525 0.136 -1.391
H -2.565 -1.888 0.154
H -2.015 -0.818 1.462
H -0.624 -3.017 -0.680
H 0.866 -2.152 -0.938

Results
structure (SMILES): CN(C)C1=CCCCC1=[NH2+]
charge: +1
ΔE to the lowest compared entry with this formula, charge and spin: 0.1215 eV
E_HOMO: -12.34 eV
calculated total energy: -11512.861 eV

[6]
Density functional theory data (ωB97M-V with the def2-TZVPD basis set) for a structure of composition C8H15N2 at a distorted geometry.

Atoms and positions in Å:
C 0.783 -0.434 -0.189
C -0.667 -1.605 -0.655
C 1.889 1.274 0.675
C 0.377 1.598 0.599
C -1.505 -0.315 -0.263
C -2.422 -0.525 0.987
C -2.307 0.400 -1.368
C 3.238 -0.780 -0.094
N 1.977 -0.084 0.100
N -0.183 0.391 0.086
H -0.694 -1.887 -1.695
H -0.515 -2.588 -0.005
H 2.461 1.879 0.003
H 2.265 1.196 1.670
H -0.063 1.967 1.641
H 0.206 2.449 -0.019
H -2.868 0.413 1.323
H -1.897 -1.098 1.829
H -3.268 -1.216 0.654
H -2.330 -0.024 -2.460
H -1.859 1.403 -1.502
H -3.406 0.523 -1.152
H 3.214 -1.770 0.410
H 3.613 -0.938 -1.111
H 3.962 -0.228 0.537

Results
charge: +1
ΔE to the lowest compared entry with this formula, charge and spin: 2.5750 eV
E_HOMO: -13.32 eV
calculated total energy: -11510.408 eV

[7]
Density functional theory data (ωB97M-V with the def2-TZVPD basis set) for the ion C8H15N2O with charge +1 at a distorted geometry.

Atoms and positions in Å:
C 2.294 0.116 -0.284
C 1.009 0.528 0.370
C -0.318 -0.562 -0.127
C -0.285 -1.995 0.423
C -0.311 -0.404 -1.587
O -1.734 -0.391 -1.985
C -2.394 0.020 -0.953
N -3.694 0.245 -1.179
N -1.639 0.124 0.135
C 0.667 2.013 0.476
C 0.967 1.129 1.640
H 2.244 -0.906 -0.429
H 3.194 0.318 0.298
H 2.464 0.680 -1.205
H -0.530 -2.052 1.578
H 0.662 -2.473 0.283
H -0.920 -2.661 -0.197
H 0.070 0.567 -1.859
H 0.052 -1.238 -2.173
H -4.196 0.418 -0.320
H -4.048 0.416 -2.112
H -1.978 0.434 1.044
H -0.466 2.319 0.211
H 1.481 2.663 0.146
H 1.834 1.259 2.179
H 0.323 0.965 2.446

Results
structure (SMILES): CC1([C@]2(C)COC(=[NH2+])N2)CC1
charge: +1
ΔE to the lowest compared entry with this formula, charge and spin: 2.3675 eV
E_HOMO: -13.77 eV
calculated total energy: -13558.923 eV

[8]
Density functional theory data (ωB97M-V with the def2-TZVPD basis set) for the ion C8H15N2OS with charge +1 at a distorted geometry.

Atoms and positions in Å:
C -0.825 0.827 0.388
C 1.606 -1.146 2.122
C 1.016 0.289 2.200
C 0.510 -1.488 1.086
C 0.646 0.016 -2.010
C -0.791 -0.419 -1.734
C 0.464 0.015 0.852
C -1.623 -0.488 -3.079
N -1.375 0.599 -0.788
N -1.092 1.847 1.144
O 1.903 1.826 -0.243
S 1.841 0.403 -0.448
H 2.463 -1.196 1.641
H 1.689 -1.717 3.032
H 0.257 0.439 2.956
H 1.622 1.161 2.244
H 0.714 -2.237 0.346
H -0.432 -1.896 1.611
H 1.019 -0.841 -2.554
H 0.606 0.775 -2.884
H -0.794 -1.271 -1.101
H -1.278 0.362 -3.764
H -2.662 -0.410 -2.842
H -1.438 -1.498 -3.440
H -1.774 1.460 -1.155
H -0.542 1.998 2.051
H -1.590 2.700 0.768

Results
charge: +1
ΔE to the lowest compared entry with this formula, charge and spin: 3.7933 eV
E_HOMO: -13.13 eV
calculated total energy: -24393.375 eV

[9]
Density functional theory data (ωB97M-V with the def2-TZVPD basis set) for the molecule C8H15N2P at a distorted geometry.

Atoms and positions in Å:
C 2.106 1.259 -0.166
C 1.117 0.395 0.447
C 1.063 -0.937 0.357
C 1.868 -1.784 -0.622
C 0.031 -1.671 1.071
P -1.615 -0.823 1.000
N -1.939 -0.857 -0.656
C -2.516 0.403 -1.035
C -1.682 1.486 -0.408
N -1.241 0.938 0.846
C 0.122 1.190 1.303
H 2.697 1.654 0.582
H 1.675 2.074 -0.747
H 2.766 0.759 -0.859
H 2.367 -2.520 -0.065
H 2.702 -1.261 -1.067
H 1.240 -2.275 -1.302
H -0.036 -2.721 0.800
H 0.243 -1.735 2.152
H -2.227 -1.661 -1.267
H -3.565 0.480 -0.614
H -2.548 0.649 -2.158
H -0.787 1.745 -1.035
H -2.393 2.225 -0.136
H 0.185 0.766 2.396
H 0.366 2.222 1.186

Results
structure (SMILES): CC1=C(C)CP2NCCN2C1
charge: 0
ΔE to the lowest compared entry with this formula, charge and spin: 0.0000 eV
E_HOMO: -7.49 eV
calculated total energy: -20806.783 eV

[10]
Density functional theory data (ωB97M-V with the def2-TZVPD basis set) for the molecule C8H15N3 at a distorted geometry.

Atoms and positions in Å:
C -2.493 -0.814 -1.553
N -1.293 -1.094 -1.221
C -0.770 -0.718 0.145
C -0.446 -1.957 1.018
C -1.502 0.311 0.854
N -2.341 0.922 1.329
C 0.787 -0.177 -0.288
C 0.672 0.793 -1.461
C -0.191 2.035 -1.324
N 1.430 0.537 0.864
C 2.445 0.018 1.851
H -2.641 -1.061 -2.575
H -3.174 -0.303 -0.862
H -0.037 -2.721 0.395
H 0.217 -1.566 1.772
H -1.349 -2.233 1.567
H 1.294 -1.075 -0.576
H 1.715 1.173 -1.705
H 0.277 0.234 -2.420
H -1.235 1.880 -1.622
H -0.315 2.290 -0.312
H 0.223 2.838 -1.921
H 0.651 1.070 1.433
H 3.522 0.152 1.692
H 2.255 0.541 2.734
H 2.300 -1.075 2.185

Results
structure (SMILES): C=N[C@](C)(C#N)[C@@H](CC)NC
charge: 0
ΔE to the lowest compared entry with this formula, charge and spin: 3.1103 eV
E_HOMO: -8.73 eV
calculated total energy: -13006.801 eV

[11]
Density functional theory data (ωB97M-V with the def2-TZVPD basis set) for a structure of composition C8H15N3O5 at a distorted geometry.

Atoms and positions in Å:
C 3.189 -0.211 -0.554
C 1.504 -0.213 -0.748
C 3.499 -1.591 0.224
C -0.567 1.005 -0.378
C -0.949 2.369 0.135
C -1.460 -0.035 0.126
C -2.959 0.145 -0.352
C -3.849 -0.904 0.271
H 4.133 1.021 1.075
H 4.715 0.996 -0.616
H 3.416 -0.296 -1.708
H 3.157 -2.566 -0.174
H 4.665 -1.594 0.231
H 2.677 -2.540 1.805
H 1.495 1.520 0.345
H -0.816 0.849 -1.447
H -1.189 -0.160 1.140
H -0.869 -0.684 -0.584
H -3.263 1.121 -0.152
H -3.078 -0.160 -1.394
H -5.736 -1.747 -0.078
H -5.184 -0.278 -0.801
H -0.138 1.811 2.021
N 3.731 1.092 -0.058
N 0.892 0.812 -0.124
N -4.866 -1.536 -0.697
O 0.956 -1.100 -1.329
O 2.580 -1.563 1.446
O -1.611 3.150 -0.448
O -3.694 -1.415 1.405
O -0.380 2.701 1.418

Results
charge: 0
ΔE to the lowest compared entry with this formula, charge and spin: 6.7029 eV
E_HOMO: -9.44 eV
calculated total energy: -23241.960 eV

[12]
Density functional theory data (ωB97M-V with the def2-TZVPD basis set) for the molecule C8H15N3S2 at a distorted geometry.

Atoms and positions in Å:
C 1.568 -2.222 -3.942
C 0.149 -2.244 -3.318
C -0.313 -0.899 -2.563
C 0.691 -0.332 -1.405
C 0.004 0.815 -0.515
C -1.258 0.392 0.240
S -1.976 1.836 1.090
C -0.981 1.838 2.437
N -0.360 0.819 2.847
N 0.162 0.968 4.137
C -0.291 1.970 4.836
N 0.128 2.176 6.113
S -1.253 3.019 3.749
H 1.607 -1.570 -4.921
H 2.181 -3.335 -4.128
H 2.244 -1.522 -3.251
H 0.390 -3.084 -2.573
H -0.698 -2.716 -3.904
H -0.519 -0.068 -3.301
H -1.318 -1.107 -1.966
H 1.747 0.109 -1.833
H 0.848 -1.159 -0.603
H 0.779 1.001 0.251
H 0.008 1.811 -1.019
H -2.064 0.175 -0.455
H -1.080 -0.273 1.035
H 0.314 1.115 6.429
H -0.710 2.486 6.534

Results
structure (SMILES): CCCCCCSc1nnc(N)s1
charge: 0
ΔE to the lowest compared entry with this formula, charge and spin: 3.2331 eV
E_HOMO: -8.44 eV
calculated total energy: -34676.642 eV